Entry 1:
{
  "formula": "C27H25MnN5O7",
  "method": "ωB97M-V with the def2-TZVPD basis set",
  "elements": ["Mn", "O", "O", "O", "O", "O", "O", "O", "N", "N", "N", "N", "N", "C", "C", "C", "C", "C", "C", "C", "C", "C", "C", "C", "C", "C", "C", "C", "C", "C", "C", "C", "C", "C", "C", "C", "C", "C", "C", "C", "H", "H", "H", "H", "H", "H", "H", "H", "H", "H", "H", "H", "H", "H", "H", "H", "H", "H", "H", "H", "H", "H", "H", "H", "H"],
  "positions_angstrom": [[-0.235, -2.037, 0.355], [-1.387, -5.583, 1.585], [-3.114, -0.567, -1.246], [-1.567, 3.635, -2.255], [-1.627, -4.951, 6.083], [-2.023, -6.069, 4.208], [-0.513, -3.874, 0.441], [3.919, 0.419, -1.814], [-0.556, -1.739, 3.744], [-0.202, 1.991, -0.804], [-0.469, -0.164, 0.015], [1.463, 0.429, -1.092], [-0.563, -2.302, 2.534], [-2.944, 0.022, -0.033], [-0.269, 3.995, -2.098], [2.408, 4.549, -1.581], [2.381, -3.087, -0.266], [4.268, -1.911, -1.195], [3.702, -3.069, -0.669], [5.234, 0.474, -2.366], [1.603, -1.934, -0.376], [-1.158, -3.813, 4.102], [-4.072, 1.157, 1.773], [0.313, 5.138, -2.616], [-0.892, -2.606, 4.708], [0.495, 3.117, -1.322], [-2.435, -1.770, -1.570], [-2.854, 1.361, 2.423], [-1.611, -5.010, 4.884], [2.159, -0.785, -0.899], [-1.719, 0.235, 0.604], [-1.698, 0.900, 1.835], [3.497, -0.770, -1.314], [1.655, 5.405, -2.364], [-0.974, -4.451, 1.528], [-2.400, 4.492, -3.035], [-0.924, -3.570, 2.739], [1.821, 3.407, -1.046], [-4.112, 0.498, 0.564], [0.263, 0.748, -0.614], [2.103, 6.299, -2.780], [-3.378, 4.024, -3.059], [-4.991, 1.517, 2.218], [5.305, -1.911, -1.503], [-2.987, -2.236, -2.381], [-1.421, -1.596, -1.912], [-5.047, 0.327, 0.046], [-2.817, 1.885, 3.369], [-0.931, -2.341, 5.753], [1.957, 1.129, -1.628], [-0.729, 1.088, 2.288], [5.983, 0.330, -1.588], [3.445, 4.769, -1.367], [-1.953, -5.947, 3.235], [-2.016, 4.585, -4.051], [1.952, -4.000, 0.120], [4.305, -3.964, -0.580], [5.340, 1.462, -2.800], [-2.460, -2.467, -0.722], [5.360, -0.279, -3.145], [-1.202, 2.111, -0.722], [-2.478, 5.479, -2.578], [-0.330, -0.765, 3.847], [-0.266, 5.828, -3.215], [2.396, 2.762, -0.392]],
  "atomic_forces_ev_per_a": [[0.50, 0.60, 0.32], [-0.19, -0.20, 0.09], [0.12, 0.04, -0.21], [-0.11, 0.04, -0.09], [0.05, -0.04, -0.02], [-0.04, -0.01, -0.10], [-0.34, -0.66, 0.15], [0.10, 0.05, -0.10], [0.02, 0.15, 0.07], [0.04, 0.28, 0.08], [-0.28, 0.15, 0.07], [0.26, -0.20, 0.03], [-0.12, -0.26, -0.07], [-0.10, -0.11, 0.03], [-0.08, 0.03, -0.06], [-0.02, -0.01, -0.01], [0.04, -0.13, 0.03], [0.04, -0.07, 0.01], [0.07, 0.03, -0.02], [-0.02, -0.03, 0.02], [-0.27, -0.21, 0.08], [0.01, -0.17, -0.11], [0.00, 0.07, 0.07], [0.07, 0.10, -0.03], [-0.04, 0.15, 0.12], [-0.01, -0.16, -0.01], [-0.27, -0.01, 0.13], [-0.03, -0.01, 0.02], [-0.11, 0.13, 0.05], [-0.21, 0.29, -0.10], [0.16, 0.06, -0.10], [0.06, 0.03, 0.03], [0.12, 0.01, -0.02], [0.00, -0.01, -0.01], [0.32, 0.25, -0.20], [0.06, -0.02, 0.05], [0.00, 0.03, -0.14], [0.02, -0.01, 0.09], [-0.07, -0.01, 0.05], [-0.07, -0.15, -0.12], [-0.01, -0.03, 0.02], [-0.03, -0.04, 0.02], [0.03, -0.02, -0.02], [-0.06, 0.01, 0.01], [-0.05, 0.00, 0.00], [0.27, 0.08, -0.10], [0.03, 0.00, 0.01], [0.00, -0.01, -0.04], [-0.01, 0.00, -0.08], [0.04, -0.01, -0.01], [-0.02, 0.00, 0.00], [0.02, 0.00, 0.02], [-0.02, -0.01, 0.00], [0.19, -0.08, 0.03], [0.01, -0.01, -0.03], [-0.02, -0.01, 0.01], [-0.02, 0.03, -0.01], [-0.01, 0.04, 0.02], [-0.01, -0.04, 0.05], [-0.02, -0.01, -0.01], [0.00, 0.02, 0.06], [0.00, 0.02, 0.02], [0.02, 0.05, 0.00], [0.01, -0.03, 0.01], [-0.01, 0.05, -0.03]],
  "e_lumo_ev": [-4.07, -3.21],
  "s_squared": 6.12,
  "charge": 1,
  "homo_energy_ev": [-11.235, -11.203],
  "homo_lumo_gap_ev": [7.161, 7.995],
  "spin_multiplicity": 5
}

***

Entry 2:
{
  "formula": "C3H13N2O",
  "method": "ωB97M-V with the def2-TZVPD basis set",
  "elements": ["O", "N", "N", "C", "C", "C", "H", "H", "H", "H", "H", "H", "H", "H", "H", "H", "H", "H", "H"],
  "positions_angstrom": [[1.573, 1.720, 1.246], [-0.134, 0.904, -1.682], [0.027, -0.486, 0.637], [-1.267, -0.541, -0.056], [-1.250, 0.040, -1.504], [0.532, -1.851, 1.017], [-0.216, -0.008, 1.509], [1.729, 1.765, 2.217], [-0.249, 1.765, -1.162], [-1.149, -0.787, -2.244], [0.434, 1.008, -2.515], [1.253, -2.356, 0.350], [0.860, -0.046, 0.215], [1.006, -1.860, 1.977], [-1.421, -1.593, -0.294], [2.454, 1.770, 0.851], [-2.228, 0.466, -1.853], [-0.231, -2.622, 1.127], [-2.164, -0.225, 0.507]],
  "atomic_forces_ev_per_a": [[0.29, -0.22, 0.93], [0.95, 0.97, 1.05], [0.10, -1.48, 1.76], [-1.49, -1.11, -2.78], [-0.27, -0.47, -1.98], [0.23, -1.89, 0.28], [0.91, 0.17, -0.19], [-0.03, 0.14, -0.97], [0.26, 0.19, -0.47], [0.19, 0.29, 0.73], [-0.82, -0.30, 0.04], [-0.29, 1.15, -0.35], [-1.17, 0.91, -0.45], [0.39, 0.62, 0.57], [-0.27, -0.02, 0.57], [-0.06, 0.19, 0.10], [0.54, -0.05, 1.02], [-0.56, 0.63, -0.14], [1.09, 0.26, 0.27]],
  "e_lumo_ev": -3.13,
  "charge": 1,
  "homo_energy_ev": -13.149,
  "homo_lumo_gap_ev": 10.021,
  "spin_multiplicity": 1
}

***

Entry 3:
{
  "formula": "C14H32N6O6SY",
  "method": "ωB97M-V with the def2-TZVPD basis set",
  "elements": ["Y", "S", "O", "O", "O", "O", "O", "O", "N", "N", "N", "N", "N", "N", "C", "C", "C", "C", "C", "C", "C", "C", "C", "C", "C", "C", "C", "C", "H", "H", "H", "H", "H", "H", "H", "H", "H", "H", "H", "H", "H", "H", "H", "H", "H", "H", "H", "H", "H", "H", "H", "H", "H", "H", "H", "H", "H", "H", "H", "H"],
  "positions_angstrom": [[-0.046, 0.038, -0.293], [0.252, 0.011, 2.128], [-0.013, 0.364, -5.189], [0.402, -1.966, -2.334], [-0.422, 1.912, 2.333], [-1.668, -0.811, 2.591], [-2.054, 1.112, -0.163], [2.136, 0.346, -2.028], [0.474, 1.094, 4.456], [0.160, -1.302, 4.258], [-0.152, -1.760, -1.123], [1.531, 0.972, -1.128], [0.296, 1.632, 1.187], [-1.097, -1.065, 1.364], [-0.726, -2.700, -0.372], [0.541, -1.642, 5.601], [0.857, 1.945, 6.700], [1.692, 3.567, 1.644], [1.370, 2.435, 0.790], [0.152, -0.012, 3.809], [3.061, 2.775, -1.111], [-1.259, -2.408, 0.909], [-1.987, -3.315, 1.762], [-0.868, 0.771, -4.125], [-0.183, 1.535, 5.664], [-0.582, -2.409, 6.292], [-0.815, -4.058, -0.922], [1.956, 2.068, -0.453], [-1.314, 1.642, 0.262], [0.582, -1.076, -2.704], [0.780, -0.742, 6.178], [-1.311, 0.306, 2.724], [-1.489, -1.790, 6.338], [-2.603, -3.974, 1.133], [-1.802, -4.231, -1.384], [0.339, 2.282, 7.609], [-0.395, 1.527, -3.485], [-0.799, -3.336, 5.746], [-0.801, 2.419, 5.433], [2.780, 3.028, -2.145], [-0.270, -2.661, 7.315], [1.963, 3.222, 2.656], [-0.595, -0.058, -5.845], [-0.860, 0.749, 6.028], [0.833, 4.250, 1.750], [1.530, 1.119, 6.970], [3.949, 2.130, -1.166], [-1.699, 1.293, -4.583], [1.068, 1.808, 4.002], [1.455, -2.255, 5.567], [1.466, 2.775, 6.318], [-1.282, -3.964, 2.313], [3.365, 3.709, -0.626], [0.016, -2.136, 3.646], [-2.671, -2.881, 2.502], [-0.697, -4.799, -0.118], [-0.061, -4.311, -1.675], [-1.325, -0.085, -3.608], [2.537, 4.167, 1.283], [-1.995, 0.188, 0.225]],
  "atomic_forces_ev_per_a": [[-0.61, 0.74, -1.65], [8.81, -0.03, 1.96], [-0.18, -0.31, 0.34], [0.13, -1.51, -1.58], [-0.35, 3.04, 0.12], [-4.36, 0.88, 0.14], [0.75, -0.44, -0.16], [0.83, -0.30, -1.76], [0.08, -0.01, 1.03], [-0.12, 0.86, 0.44], [-1.28, -2.46, 0.45], [1.36, 3.07, 2.03], [1.63, 5.39, -1.57], [-4.01, -5.27, -1.40], [0.16, -0.61, -0.70], [0.02, -0.42, 1.11], [-0.22, -0.03, 0.41], [0.72, 1.34, 0.75], [-2.30, -1.66, -0.40], [3.65, -2.51, 0.02], [1.21, 0.89, -0.13], [0.47, 3.41, -0.17], [-0.61, -2.28, 0.74], [-0.51, 0.29, -0.94], [0.00, 0.49, 0.92], [0.13, 0.08, 0.26], [-0.30, -1.76, 0.04], [0.93, 0.31, -0.78], [-1.64, 0.34, 0.42], [0.42, -0.47, 0.09], [-0.01, -0.24, -0.37], [-2.34, -2.71, -0.89], [0.21, -0.27, -0.01], [0.20, -0.04, 0.29], [0.26, 0.06, 0.14], [0.28, -0.01, -0.22], [0.30, -0.58, -0.02], [-0.06, 0.17, 0.20], [0.05, -0.36, -0.08], [0.08, -0.22, 0.24], [-0.19, -0.05, -0.26], [-0.10, 0.13, -0.21], [0.52, 0.21, 0.26], [0.25, 0.18, -0.11], [0.26, -0.36, 0.03], [-0.19, 0.23, -0.10], [-0.21, 0.11, -0.11], [-0.51, 0.31, 0.15], [-1.15, -0.83, -0.02], [-0.17, 0.15, -0.02], [-0.13, -0.17, 0.13], [-0.32, -0.11, -0.01], [-0.16, -0.26, -0.01], [-0.15, 1.70, 0.42], [0.41, 0.27, -0.44], [-0.17, 0.12, -0.22], [-0.11, 0.49, 0.14], [0.36, 0.07, 0.38], [-0.20, -0.30, 0.03], [-1.84, 1.25, 0.67]],
  "e_lumo_ev": [-3.74, -3.97],
  "charge": 1,
  "homo_energy_ev": [-9.787, -9.785],
  "homo_lumo_gap_ev": [6.047, 5.816],
  "spin_multiplicity": 1
}

***

Entry 4:
{
  "formula": "C4H8N3",
  "method": "ωB97M-V with the def2-TZVPD basis set",
  "elements": ["N", "N", "N", "C", "C", "C", "C", "H", "H", "H", "H", "H", "H", "H", "H"],
  "positions_angstrom": [[-1.784, -0.633, -0.517], [0.406, 0.022, -0.296], [-0.689, -1.192, -0.931], [-0.353, 0.387, 0.977], [2.822, 0.634, -0.651], [1.626, 0.241, -0.465], [-1.648, -0.392, 0.960], [3.738, 0.059, -0.356], [-0.779, -1.281, -1.955], [-2.554, 0.036, 1.426], [0.440, 0.243, 1.776], [-2.143, 0.103, -1.225], [-0.526, 1.559, 0.928], [2.945, 1.611, -1.165], [-1.502, -1.397, 1.494]],
  "atomic_forces_ev_per_a": [[-1.88, 0.76, -0.33], [1.31, 0.11, 0.52], [-0.22, -0.82, 0.03], [2.35, 3.40, -0.01], [2.31, 0.48, -0.45], [-2.63, -0.31, 0.32], [-0.41, -1.91, -0.31], [-1.10, 0.57, -0.26], [1.01, 0.63, 0.13], [0.72, 0.32, -0.54], [-1.63, -0.16, -0.53], [0.16, -1.11, 2.26], [0.20, -2.42, 0.01], [0.03, -0.77, 0.35], [-0.22, 1.23, -1.20]],
  "e_lumo_ev": -4.50,
  "charge": 1,
  "homo_energy_ev": -13.875,
  "homo_lumo_gap_ev": 9.377,
  "spin_multiplicity": 1,
  "smiles": "C=C=[N+]1CCNN1"
}

***

Entry 5:
{
  "formula": "C17H20N2O3",
  "method": "ωB97M-V with the def2-TZVPD basis set",
  "elements": ["O", "O", "O", "N", "N", "C", "C", "C", "C", "C", "C", "C", "C", "C", "C", "C", "C", "C", "C", "C", "C", "C", "H", "H", "H", "H", "H", "H", "H", "H", "H", "H", "H", "H", "H", "H", "H", "H", "H", "H", "H", "H"],
  "positions_angstrom": [[-2.374, 0.872, 2.183], [2.220, 0.702, 2.384], [-2.727, -6.131, 2.514], [-0.172, 0.658, 2.718], [-1.619, -3.502, 2.691], [-2.176, 2.708, 6.900], [-1.066, -2.270, 2.806], [-1.164, 3.116, 6.025], [-0.716, 2.233, 1.004], [-2.786, -3.847, 3.486], [-2.351, 0.552, 5.775], [-1.272, 0.910, 4.892], [0.798, 2.150, 1.011], [-1.425, -1.280, 3.670], [-0.970, -4.510, 1.841], [1.117, 1.134, 2.132], [-2.741, 1.431, 6.841], [-3.538, -5.002, 2.845], [-1.227, 1.229, 2.007], [-0.559, -0.034, 3.833], [-0.704, 2.189, 5.015], [-1.323, -5.910, 2.330], [-1.153, 1.995, 0.024], [-4.038, -4.658, 1.920], [-4.280, -5.424, 3.542], [-1.077, 3.209, 1.359], [-3.496, 1.075, 7.560], [-2.324, -1.472, 4.303], [0.446, -0.419, 4.165], [-0.796, -6.138, 3.278], [-2.909, -0.365, 5.658], [-3.478, -3.000, 3.518], [-1.034, -6.675, 1.593], [-2.471, 3.386, 7.732], [0.118, -4.386, 1.886], [-0.712, 4.118, 6.057], [1.246, 3.132, 1.266], [-2.478, -4.140, 4.511], [-0.293, -2.051, 2.077], [1.192, 1.851, 0.014], [0.052, 2.508, 4.314], [-1.284, -4.410, 0.792]],
  "atomic_forces_ev_per_a": [[0.58, 0.93, -0.25], [-1.54, 0.50, 0.30], [0.41, 0.28, -0.05], [0.87, 3.39, -4.52], [-0.28, -0.59, -0.46], [0.33, 0.51, 1.06], [-0.15, 1.63, 0.90], [0.22, -1.42, -1.47], [-0.69, 0.23, -0.20], [0.40, -0.74, -0.04], [0.89, 1.41, 0.39], [0.40, 0.24, 0.60], [-0.03, 0.10, 0.38], [-0.13, -1.67, -0.91], [-0.66, -0.03, 0.14], [0.02, -1.49, 0.28], [0.53, -0.84, -1.82], [-0.06, -0.48, -0.23], [-0.57, -0.82, -0.37], [-0.14, -2.35, 3.82], [-1.47, 0.72, 1.73], [-0.21, -0.40, 0.26], [0.00, 0.28, 0.35], [0.09, -0.05, 0.37], [0.04, 0.52, -0.27], [-0.03, -0.19, -0.36], [0.39, 0.43, -0.47], [1.23, 0.54, -0.55], [-0.93, 0.46, 0.85], [-0.18, 0.21, -0.31], [0.28, -0.06, 0.13], [0.17, -0.01, 0.15], [0.17, 0.38, 0.20], [0.16, -0.50, -0.78], [-0.16, 0.01, 0.00], [-0.34, -0.54, 0.16], [-0.03, -0.70, -0.07], [-0.20, 0.33, -0.19], [0.36, -0.21, 0.10], [0.00, -0.09, 0.98], [0.24, 0.02, 0.09], [0.03, 0.06, 0.10]],
  "e_lumo_ev": 0.68,
  "homo_energy_ev": -7.427,
  "homo_lumo_gap_ev": 8.103,
  "spin_multiplicity": 1,
  "smiles": "O=C1CCC(=O)N1[C@H](/C=C/N1CCOCC1)c1ccccc1"
}

***

So what do the calculations give for ΔE to the lowest compared entry with this formula, charge and spin? Going down the list: 0.0 39.0 275.0 143.4 84.5 kcal per mole.